ORCA calculation (ωB97M-V with the def2-TZVPD basis set) on a 26-piece molecular cluster, C80H192Cl28N8O20 overall.

Geometry as XYZ:
```
328
Properties=species:S:1:pos:R:3:forces:R:3
Cl -1.139 6.116 -1.688 0.129 0.063 -0.424
C 0.179 7.026 -2.542 0.430 -0.954 -0.340
C 0.533 6.280 -3.875 -0.345 0.247 0.506
Cl 2.047 6.926 -4.605 -0.348 0.158 0.317
H 1.004 6.978 -1.830 0.167 0.085 -0.247
H -0.147 8.064 -2.619 0.021 -0.206 -0.465
H -0.259 6.318 -4.623 0.062 0.554 0.052
H 0.707 5.213 -3.737 0.130 0.152 0.553
Cl -7.684 -1.470 2.682 -0.143 -0.150 0.172
C -6.069 -2.029 3.154 0.626 0.107 -0.089
C -5.178 -0.826 3.429 -0.432 -0.130 -0.016
Cl -3.646 -1.450 4.008 1.178 -0.310 0.323
H -5.631 -2.637 2.363 -0.224 0.125 -0.226
H -6.135 -2.698 4.012 -0.272 0.234 0.096
H -5.567 -0.191 4.225 -0.158 -0.013 -0.238
H -4.919 -0.229 2.554 -0.523 -0.208 0.044
Cl 1.724 3.031 -11.461 0.395 -0.053 -0.751
C 1.330 2.469 -9.860 -0.883 0.488 1.277
C 0.677 1.116 -9.756 -0.011 0.300 -0.256
Cl 1.771 -0.124 -10.333 0.376 -0.766 -0.344
H 0.599 3.195 -9.504 0.007 -0.021 0.245
H 2.183 2.530 -9.183 0.183 -0.070 -0.321
H -0.227 1.064 -10.363 0.005 0.007 0.186
H 0.479 0.898 -8.707 -0.189 0.121 -0.081
Cl 5.948 5.265 -3.328 -0.002 -0.246 -0.302
C 6.265 3.562 -3.833 0.233 -0.046 1.143
C 6.128 3.388 -5.314 -0.255 -0.104 0.047
Cl 6.265 1.626 -5.683 -0.006 0.682 -0.085
H 5.570 2.928 -3.283 -0.185 0.193 -0.196
H 7.250 3.319 -3.434 0.082 0.039 -0.355
H 6.888 3.945 -5.861 -0.145 -0.179 -0.055
H 5.121 3.704 -5.587 0.162 -0.025 -0.298
Cl 2.388 -2.610 -1.455 -0.347 0.061 -0.376
C 2.165 -4.280 -2.086 0.295 -0.622 0.107
C 2.166 -5.216 -0.884 0.456 0.585 0.134
Cl 0.637 -4.972 0.032 0.283 -0.299 -0.163
H 3.013 -4.422 -2.755 -0.011 -0.308 0.280
H 1.267 -4.412 -2.689 -0.071 0.529 0.205
H 3.004 -4.894 -0.266 -0.227 -0.101 0.375
H 2.320 -6.280 -1.063 -0.439 0.144 -0.399
Cl -6.355 0.983 0.467 0.250 0.084 0.171
C -7.043 2.077 1.680 -0.427 1.614 0.059
C -6.039 3.156 2.175 -0.281 -0.868 -0.697
Cl -4.718 2.314 2.982 0.823 0.117 0.671
H -7.533 1.523 2.481 0.565 -0.236 0.081
H -7.865 2.593 1.183 0.045 0.100 -0.183
H -6.461 3.888 2.865 -0.226 -0.284 -0.023
H -5.552 3.695 1.363 -0.428 -0.061 -0.163
Cl -5.507 6.501 0.499 -0.419 0.174 0.124
C -3.796 6.974 0.324 -0.113 -0.030 0.007
C -2.932 6.145 1.273 0.246 0.907 -0.635
Cl -3.165 6.818 2.895 -0.080 -0.259 0.626
H -3.770 8.033 0.579 0.211 -0.148 0.134
H -3.543 6.906 -0.735 0.118 -0.416 0.189
H -1.883 6.332 1.045 -0.060 -0.209 -0.121
H -3.131 5.074 1.261 -0.118 0.183 -0.001
Cl 0.556 2.090 4.751 -0.006 -0.041 0.441
C -0.970 1.636 3.982 -0.234 0.602 -1.268
C -0.845 1.852 2.477 -0.613 0.019 -0.008
Cl -0.596 3.606 2.058 -0.164 -0.654 0.270
H -1.773 2.296 4.311 0.151 -0.136 0.442
H -1.222 0.591 4.161 0.134 0.056 0.160
H -1.794 1.589 2.009 0.075 -0.045 0.037
H -0.078 1.214 2.037 0.195 0.405 -0.047
Cl -5.918 -4.395 7.082 -0.102 -0.056 0.178
C -4.570 -3.246 6.840 -0.126 0.688 0.525
C -4.759 -1.943 7.686 -0.190 -0.296 -0.949
Cl -4.444 -2.240 9.419 -0.008 0.070 -0.307
H -4.530 -3.105 5.760 -0.011 0.491 0.313
H -3.644 -3.753 7.112 -0.131 0.125 0.148
H -5.733 -1.458 7.619 -0.407 -0.790 0.003
H -4.154 -1.116 7.315 0.834 -0.397 0.148
Cl 2.450 -4.073 -5.356 -0.183 0.678 -0.385
C 3.386 -2.529 -5.412 1.585 -0.487 -0.219
C 2.678 -1.256 -5.222 -1.894 0.440 0.329
Cl 1.638 -0.735 -6.665 0.695 -0.356 1.061
H 3.998 -2.532 -6.314 -0.143 -0.130 0.070
H 4.034 -2.583 -4.538 0.290 -0.128 -0.073
H 3.296 -0.416 -4.904 0.436 -0.172 -0.677
H 2.046 -1.430 -4.350 -0.683 0.317 -0.250
Cl -1.298 -7.966 3.801 0.450 -0.172 -0.483
C 0.193 -8.222 2.800 -0.231 0.302 -0.774
C -0.188 -8.313 1.281 -0.932 0.031 1.324
Cl 1.212 -8.516 0.262 0.912 -0.474 -0.292
H 0.651 -9.142 3.161 -0.178 -0.055 -0.208
H 0.887 -7.409 3.015 -0.202 0.160 -0.195
H -0.697 -7.458 0.836 -0.027 0.238 0.753
H -0.870 -9.157 1.170 0.231 -0.128 -0.152
Cl 3.725 6.780 -9.599 -0.010 0.184 -0.132
C 2.223 6.282 -8.808 -0.583 -0.589 0.667
C 2.592 5.235 -7.774 0.578 -0.413 0.295
Cl 1.161 4.520 -6.920 0.550 0.156 -0.416
H 1.550 5.819 -9.529 0.137 0.220 -0.214
H 1.726 7.130 -8.337 0.167 0.064 -0.115
H 3.286 5.598 -7.016 -0.388 0.344 0.123
H 3.146 4.427 -8.252 -0.362 -0.174 -0.127
Cl -9.829 -0.847 -1.670 -0.149 -0.059 0.032
C -8.395 -1.401 -0.792 0.242 -1.794 0.902
C -8.372 -2.969 -0.612 -0.314 0.608 -0.336
Cl -9.697 -3.542 0.519 0.627 0.374 -0.690
H -8.399 -1.018 0.228 -0.163 0.347 -0.368
H -7.522 -1.022 -1.323 -0.005 -0.321 -0.063
H -7.440 -3.353 -0.199 0.028 0.485 0.249
H -8.492 -3.501 -1.556 -0.343 0.193 0.025
Cl -4.127 4.095 -4.933 -0.922 0.275 0.210
C -5.434 4.964 -4.021 -0.290 0.556 0.459
C -4.922 5.346 -2.650 0.450 -0.136 -0.608
Cl -4.893 3.973 -1.528 -0.129 -0.286 0.127
H -6.391 4.448 -3.941 0.380 -0.796 -0.227
H -5.707 5.903 -4.501 0.547 -0.035 -0.524
H -5.524 6.149 -2.224 0.072 -0.137 0.090
H -3.880 5.634 -2.789 -0.086 0.352 0.332
C -0.650 -2.073 -3.116 -1.192 -0.287 -0.476
O -2.028 -1.679 -3.276 0.879 -0.847 -0.369
H 0.048 -1.243 -3.224 -0.035 0.161 -0.188
H -0.490 -2.512 -2.132 0.076 -0.204 0.103
H -0.517 -2.818 -3.901 0.553 -0.022 0.133
H -2.129 -0.971 -2.635 -0.399 1.115 0.153
C -5.577 0.993 -3.515 0.394 -1.095 -1.238
O -6.045 -0.306 -3.808 -1.117 -0.646 0.812
H -5.474 1.110 -2.437 -0.195 0.474 -0.106
H -4.610 0.995 -4.019 0.440 0.969 0.365
H -6.251 1.672 -4.036 0.170 0.661 0.586
H -5.443 -0.712 -4.436 0.212 -0.348 -0.245
C -3.863 -1.255 -6.731 0.379 -0.079 0.589
O -4.267 -1.605 -5.398 -0.407 0.080 -0.743
H -3.061 -1.920 -7.050 -0.128 -0.103 -0.244
H -4.716 -1.315 -7.407 0.014 -0.170 0.206
H -3.468 -0.240 -6.765 -0.036 0.172 0.045
H -3.505 -1.864 -4.875 0.467 0.142 0.245
C -8.531 2.337 -2.368 -0.105 -1.506 1.147
O -8.484 3.551 -3.030 -0.317 0.977 -0.927
H -9.478 2.004 -1.943 -0.630 0.771 0.014
H -8.351 1.494 -3.035 0.691 0.347 -0.198
H -7.844 2.367 -1.522 0.400 -0.465 -0.087
H -8.786 4.244 -2.439 -0.045 -0.003 0.018
C -1.411 6.612 -7.342 0.462 0.716 0.149
O -0.641 7.692 -6.754 -0.472 -0.094 0.193
C -0.684 8.858 -7.563 0.218 0.543 -1.076
C 0.460 9.860 -7.337 0.097 -1.486 1.760
N 0.385 10.425 -5.964 0.121 0.767 -0.895
C 1.494 11.295 -5.549 -0.547 0.088 -0.935
C 1.305 11.745 -4.142 0.164 -0.170 0.855
O 1.489 10.632 -3.297 -0.066 -0.158 1.036
C 1.422 10.955 -1.906 0.395 -0.664 -0.299
H -0.746 6.034 -7.983 -0.208 0.026 -0.214
H -2.259 7.004 -7.904 -0.009 0.047 -0.075
H -1.808 5.943 -6.579 0.194 0.199 0.263
H -1.631 9.396 -7.522 -0.357 -0.163 0.446
H -0.586 8.529 -8.597 0.043 0.002 -0.387
H 0.528 10.585 -8.148 -0.468 0.325 0.324
H 1.351 9.240 -7.441 0.629 -0.028 -0.017
H 0.364 9.678 -5.285 -0.123 -0.367 -0.127
H 1.569 12.213 -6.133 -0.487 0.011 -0.452
H 2.465 10.826 -5.708 0.321 -0.276 0.384
H 0.313 12.136 -3.914 -0.286 0.234 -0.545
H 2.018 12.536 -3.906 0.318 0.120 0.087
H 1.372 10.006 -1.373 -0.037 0.012 -0.002
H 0.571 11.560 -1.593 -0.282 0.107 -0.413
H 2.330 11.461 -1.578 0.160 0.190 -0.062
C 2.342 -4.265 2.944 0.357 -0.681 -0.472
O 2.637 -5.685 2.830 -1.211 0.863 0.204
C 4.017 -6.080 2.906 -1.642 -0.799 -0.201
C 4.006 -7.642 3.166 0.060 2.035 0.023
N 3.549 -7.822 4.530 0.390 -0.604 -0.288
C 3.476 -9.249 4.809 -0.548 0.850 1.602
C 2.793 -9.431 6.200 1.105 -0.380 -1.909
O 1.458 -8.947 6.135 1.303 -0.398 0.950
C 0.765 -9.298 7.317 -1.770 0.092 -0.475
H 2.933 -3.681 2.239 0.380 0.008 -0.058
H 2.464 -3.834 3.938 0.396 -0.349 0.308
H 1.311 -4.057 2.656 -0.104 -0.621 -0.007
H 4.387 -5.525 3.769 0.926 -0.298 -0.141
H 4.435 -5.816 1.935 0.696 0.034 0.157
H 4.993 -8.066 2.981 0.187 0.098 0.332
H 3.318 -8.188 2.520 -0.079 0.355 -0.762
H 2.592 -7.500 4.514 -0.232 0.351 0.355
H 4.487 -9.656 4.824 0.029 -0.105 0.164
H 2.914 -9.778 4.039 -0.246 -0.306 -0.131
H 3.398 -8.945 6.965 -0.167 0.323 0.105
H 2.891 -10.506 6.354 -0.721 -0.327 0.497
H 0.612 -10.376 7.373 0.082 -0.184 -0.031
H -0.209 -8.827 7.185 -0.208 -0.199 0.058
H 1.082 -8.962 8.304 1.019 0.336 -0.249
C 8.367 -1.666 11.040 -0.563 1.092 0.465
O 7.683 -2.518 10.165 0.396 -0.599 -0.944
C 7.940 -2.196 8.759 0.200 -0.195 1.851
C 7.026 -2.977 7.855 1.170 -0.028 -0.759
N 5.787 -2.311 7.676 -2.424 -0.104 -0.708
C 4.904 -2.987 6.699 -1.093 -0.079 0.549
C 3.535 -2.221 6.516 1.834 -0.613 -0.123
O 3.669 -1.347 5.409 -1.657 0.972 -0.824
C 2.391 -0.688 5.055 0.856 -0.114 1.064
H 7.912 -0.682 10.924 0.363 0.542 -0.077
H 9.452 -1.587 10.964 0.199 -0.218 -0.724
H 8.215 -1.875 12.098 -0.453 -0.788 -0.152
H 8.997 -2.388 8.572 0.104 -0.214 -0.192
H 7.794 -1.123 8.637 -0.163 0.212 -0.166
H 6.952 -4.024 8.148 -0.462 0.115 0.525
H 7.488 -3.053 6.871 0.743 -0.034 -0.320
H 5.920 -1.411 7.238 0.483 0.391 0.342
H 4.699 -4.002 7.039 -0.166 -0.013 0.439
H 5.362 -3.172 5.727 0.245 0.439 -0.406
H 3.397 -1.674 7.449 -0.432 0.136 0.074
H 2.726 -2.931 6.343 -0.129 -0.095 0.061
H 1.875 -0.357 5.956 0.132 -0.042 0.308
H 1.668 -1.323 4.543 0.336 -0.489 -0.256
H 2.521 0.230 4.481 0.676 -0.400 -0.184
C 3.839 8.163 -1.154 -1.006 -0.214 1.773
O 3.018 7.214 -0.355 1.234 1.575 -1.295
C 3.566 5.909 -0.393 -1.573 0.274 0.274
C 2.491 5.003 0.190 1.716 -0.524 -0.460
N 3.064 3.599 0.012 -1.849 1.017 0.909
C 2.119 2.603 0.591 0.968 0.501 -1.166
C 2.570 1.200 0.281 -1.062 -0.650 0.844
O 3.398 0.730 1.320 1.438 -0.825 0.413
C 3.680 -0.683 1.318 -0.816 0.305 -0.107
H 3.688 8.109 -2.232 -0.087 -0.407 0.031
H 4.891 8.095 -0.874 0.107 -0.390 -0.176
H 3.523 9.142 -0.793 -0.112 0.028 -0.230
H 4.449 5.866 0.245 0.544 -0.106 -0.521
H 3.645 5.621 -1.442 0.901 -0.221 0.054
H 1.606 5.278 -0.384 -0.335 -0.955 0.017
H 2.332 5.264 1.236 -0.215 -0.111 0.166
H 3.824 3.605 0.678 0.603 -0.056 -0.115
H 1.158 2.779 0.109 -0.025 -0.074 0.112
H 2.036 2.701 1.674 -0.238 0.033 0.100
H 3.008 1.093 -0.711 0.109 0.033 -0.091
H 1.647 0.625 0.360 -0.271 -0.573 -0.513
H 2.778 -1.262 1.514 -0.532 0.086 0.029
H 4.356 -0.981 2.120 0.229 0.655 -0.041
H 4.036 -1.077 0.366 0.334 0.360 -0.218
C 5.679 0.284 -2.155 0.565 -0.395 -0.863
O 6.029 -0.573 -3.277 -0.368 1.024 1.466
C 7.380 -0.966 -3.286 0.127 -1.352 -0.710
C 7.446 -2.068 -4.327 0.862 0.643 -0.915
N 7.368 -1.537 -5.711 -0.694 0.307 1.476
C 7.016 -2.475 -6.730 0.313 0.757 -1.530
C 6.573 -1.633 -7.962 -0.599 -0.544 0.044
O 5.358 -0.948 -7.626 -0.004 0.151 0.229
C 4.843 -0.124 -8.697 0.216 -0.961 1.127
H 6.389 1.110 -2.108 -0.158 0.323 -0.128
H 5.747 -0.197 -1.179 -0.020 -0.528 -0.062
H 4.654 0.624 -2.303 0.153 0.078 -0.106
H 7.708 -1.446 -2.364 -0.281 0.171 0.536
H 8.134 -0.220 -3.535 -0.369 0.716 -0.034
H 6.680 -2.790 -4.045 -0.197 -0.306 -0.307
H 8.436 -2.520 -4.262 -0.014 -0.387 0.209
H 6.650 -0.829 -5.769 -0.127 0.217 0.474
H 6.201 -3.166 -6.514 -0.167 -0.198 0.343
H 7.921 -3.039 -6.958 -0.130 -0.338 -0.385
H 6.371 -2.274 -8.821 0.014 -0.331 -0.096
H 7.329 -0.921 -8.293 0.252 0.182 0.299
H 4.335 -0.782 -9.403 0.645 0.104 -0.646
H 5.689 0.479 -9.024 -0.359 0.118 -0.710
H 4.015 0.485 -8.333 0.346 0.170 0.463
C 1.263 2.267 -3.723 -0.670 -0.211 -0.269
O 0.243 2.337 -2.724 0.641 0.333 -0.265
C -1.099 2.399 -3.182 -0.262 -0.915 0.906
C -1.987 2.013 -1.981 -0.528 -0.734 -1.354
N -1.970 0.555 -1.680 0.827 1.142 1.056
C -2.986 0.255 -0.660 -0.316 -1.918 0.041
C -2.648 -1.084 0.090 0.067 1.365 -0.298
O -1.718 -0.852 1.162 0.247 -0.476 -0.459
C -0.940 -2.039 1.430 -0.277 0.914 -0.245
H 1.066 1.428 -4.391 0.035 -0.363 -0.036
H 2.248 2.148 -3.273 -0.229 -0.004 0.370
H 1.309 3.128 -4.389 -0.172 0.429 0.167
H -1.299 1.671 -3.968 0.215 -0.397 -0.177
H -1.417 3.348 -3.613 0.336 0.516 0.300
H -3.018 2.163 -2.301 -0.019 0.745 0.306
H -1.702 2.522 -1.060 -0.233 0.647 -0.159
H -1.071 0.489 -1.224 0.460 -0.700 0.213
H -3.903 0.085 -1.223 -0.222 -0.257 -0.009
H -3.291 1.021 0.053 0.665 0.476 0.204
H -2.197 -1.775 -0.622 -0.051 -0.133 -0.151
H -3.576 -1.537 0.441 -0.068 -0.022 0.231
H -0.502 -2.407 0.502 -0.191 -0.272 -0.175
H -1.573 -2.785 1.911 0.307 -0.086 0.080
H -0.078 -1.778 2.044 -0.228 0.203 0.345
C -0.957 -4.959 5.669 -0.229 0.048 0.084
O -1.649 -3.708 5.774 -0.184 -0.326 -0.016
C -0.884 -2.542 6.007 0.361 -0.146 0.049
C -0.100 -2.528 7.294 -0.794 1.161 0.673
N -0.943 -2.507 8.507 0.860 -1.173 0.043
C -0.186 -2.099 9.673 -0.869 0.152 0.811
C -1.057 -1.965 10.964 0.240 0.030 -0.341
O -1.853 -0.797 10.876 -1.383 1.182 1.209
C -2.787 -0.512 12.005 0.494 -0.919 -0.847
H -0.078 -4.918 5.026 0.098 0.246 -0.201
H -1.638 -5.707 5.263 -0.178 0.451 -0.267
H -0.653 -5.413 6.613 0.138 0.526 0.459
H -1.512 -1.651 6.012 -0.751 -0.320 0.053
H -0.224 -2.338 5.163 0.452 -0.324 -0.199
H 0.457 -1.592 7.318 0.296 0.414 -0.412
H 0.695 -3.273 7.274 -0.324 -0.608 0.528
H -1.880 -2.129 8.491 0.208 0.239 -0.549
H 0.315 -1.139 9.544 0.099 0.446 -0.173
H 0.617 -2.821 9.815 -0.024 -0.193 0.349
H -0.422 -1.870 11.845 0.327 -0.226 0.049
H -1.694 -2.842 11.077 -0.081 -0.242 0.006
H -3.541 0.217 11.709 0.285 -0.114 -0.593
H -2.388 -0.129 12.945 1.061 0.138 -0.269
H -3.315 -1.408 12.330 -0.070 -0.354 -0.411
C -7.715 -5.958 3.931 0.592 -0.083 -0.232
O -6.545 -5.437 3.270 -0.553 0.379 0.560
C -5.343 -6.178 3.477 -0.025 0.682 -0.786
C -4.151 -5.398 2.848 -1.028 -0.986 0.691
N -4.186 -5.485 1.383 0.338 1.207 -0.146
C -3.118 -4.651 0.801 -0.004 -0.113 -0.247
C -3.110 -4.584 -0.737 0.053 -0.650 0.240
O -4.169 -3.815 -1.236 -0.890 1.019 0.862
C -4.441 -4.002 -2.594 0.039 0.209 -0.857
H -7.679 -6.069 5.015 0.870 0.304 0.318
H -7.904 -6.975 3.587 -0.404 0.046 -0.454
H -8.536 -5.258 3.779 0.063 -0.221 -0.574
H -5.422 -7.108 2.913 0.026 -0.452 0.320
H -5.239 -6.315 4.553 0.410 -0.255 0.055
H -3.233 -5.858 3.213 0.118 -0.064 -0.084
H -4.192 -4.394 3.272 0.133 0.460 -0.202
H -4.993 -4.954 1.089 -0.839 -0.428 -0.038
H -2.169 -5.005 1.205 0.290 -0.244 -0.364
H -3.167 -3.617 1.142 -0.322 0.218 0.173
H -3.228 -5.573 -1.180 0.373 -0.430 0.162
H -2.165 -4.151 -1.064 0.330 -0.013 -0.087
H -3.658 -3.613 -3.244 0.719 -0.456 0.145
H -5.261 -3.386 -2.962 -0.508 -0.035 0.797
H -4.661 -5.051 -2.792 0.067 -0.139 -0.209
```
Forces are in eV/Å.

gap between HOMO and LUMO: 8.6 eV
LUMO level: 0.22 eV
net charge: 0
HOMO: -8.4 eV
electronic energy: -17991.076086 Eh